ORCA calculation (ωB97M-V/def2-TZVPD) on 2 unconnected molecules or ions with the total composition C3H10SSi at a distorted geometry.

Properties
Kohn-Sham gap (alpha / beta) in eV: 8.78 / 7.49
Charge: 0
Relative energy (zero: lowest compared OMol25 entry of this formula, charge and spin) in kJ/mol: 340.3
Max |F| in eV/A: 5.4
E_tot in hartree: -807.814861

Structure (XYZ):
```
15
Properties=species:S:1:pos:R:3:mulliken_charge:R:1
S -2.771 0.233 0.393 -0.126
Si 0.202 0.934 -0.829 0.544
C 0.904 1.364 0.854 -1.016
C -0.132 -2.245 -0.375 -1.052
C -1.486 0.115 -0.716 -0.518
H 0.551 -2.450 0.309 0.410
H -1.196 -2.538 -0.150 0.256
H 0.180 -2.120 -1.399 0.384
H 1.023 0.535 1.665 0.285
H -0.207 2.162 -1.465 -0.173
H 1.842 2.014 0.909 0.311
H 0.229 2.065 1.240 0.312
H 0.976 0.363 -1.899 -0.162
H -1.614 -0.386 -1.672 0.440
H -2.074 1.023 1.278 0.105
```

***

ORCA calculation (ωB97M-V/def2-TZVPD) on a molecular structure, C14H19ClHfN2O3 at a distorted geometry.

Properties
Kohn-Sham gap in eV: 5.27
Charge: +2
Relative energy (zero: lowest compared OMol25 entry of this formula, charge and spin) in kJ/mol: 519.9
Max |F| in eV/A: 14.8
E_tot in hartree: -1387.675653

Structure (XYZ):
```
40
Properties=species:S:1:pos:R:3:mulliken_charge:R:1
Hf 0.402 -0.184 -1.753 1.068
Cl 1.372 -2.069 -3.745 -0.211
O 2.494 -1.953 -0.252 -0.123
O -1.847 -2.343 -1.883 -0.120
O -0.458 -0.456 0.308 -0.938
N 0.646 0.375 2.164 0.105
N -1.337 -0.956 2.294 0.155
C 1.726 1.762 -2.441 -0.504
C 0.588 0.547 3.614 -0.607
C 1.376 1.110 -3.643 -0.461
C -1.230 -1.085 3.744 -0.683
C -0.037 1.126 -3.779 0.585
C 0.174 -0.760 4.246 -0.629
C 0.533 2.219 -1.838 -0.355
C -0.371 -0.317 1.533 0.535
C -0.554 1.834 -2.667 -0.760
C -2.492 -1.606 1.682 -0.934
C -0.976 -1.567 -1.866 0.599
C 1.742 1.007 1.453 -0.589
C 1.708 -1.266 -0.772 0.230
C -0.808 0.551 -4.915 -1.245
H -2.538 -1.480 0.583 0.191
H 2.722 1.884 -2.051 0.552
H 2.390 1.598 2.135 0.386
H -1.595 2.035 -2.477 0.504
H 0.892 -1.551 3.928 0.289
H 1.564 0.874 4.032 0.422
H 1.348 1.708 0.709 0.051
H -1.777 0.183 -4.583 0.355
H 2.404 0.261 0.996 0.220
H 0.172 -0.710 5.356 0.363
H 2.048 0.580 -4.293 0.498
H -1.436 -2.134 4.056 0.353
H 0.457 2.756 -0.908 0.700
H -2.468 -2.697 1.895 0.332
H -0.982 1.298 -5.695 0.354
H -3.427 -1.180 2.102 0.352
H -0.259 -0.281 -5.352 0.331
H -0.174 1.316 3.871 0.257
H -1.994 -0.429 4.215 0.369
```

***

ORCA calculation (ωB97M-V/def2-TZVPD) on 3 unconnected molecules or ions with the total composition C4H12NO at a distorted geometry.

Properties
Kohn-Sham gap (alpha / beta) in eV: 9.76 / 6.68
Charge: 0
2S+1: 2
Relative energy (zero: lowest compared OMol25 entry of this formula, charge and spin) in kJ/mol: 308.3
Max |F| in eV/A: 3.1
E_tot in hartree: -289.412698

Structure (XYZ):
```
18
Properties=species:S:1:pos:R:3:mulliken_charge:R:1
O 0.161 2.167 0.313 -0.426
N 0.396 1.492 -2.261 -0.617
C -0.942 -0.563 1.147 -0.124
C -0.555 -1.939 0.672 -0.189
C -0.221 0.048 2.110 -0.592
C 0.491 -1.600 -0.430 -1.001
H -0.145 -1.274 -1.293 0.228
H -0.004 -2.539 1.436 0.251
H 0.321 3.059 0.669 0.265
H -0.407 1.332 -2.868 0.235
H 0.116 1.135 1.994 0.076
H -1.452 -2.527 0.382 0.296
H 1.152 -2.371 -0.907 0.336
H 0.332 -0.314 2.970 0.295
H 0.057 2.100 -1.470 0.214
H 1.008 -0.664 -0.210 0.271
H 0.984 2.196 -2.684 0.250
H -1.294 0.262 0.429 0.232
```

***

ORCA calculation (ωB97M-V/def2-TZVPD) on 2 unconnected molecules or ions with the total composition C4H9FN3 at a distorted geometry.

Properties
Kohn-Sham gap in eV: 8.64
Charge: +1
Relative energy (zero: lowest compared OMol25 entry of this formula, charge and spin) in kJ/mol: 353.8
Max |F| in eV/A: 3.3
E_tot in hartree: -421.560261

Structure (XYZ):
```
17
Properties=species:S:1:pos:R:3:mulliken_charge:R:1
F -1.870 -0.515 0.430 -0.166
N 0.743 -0.547 -0.056 -0.449
N 0.203 -0.617 1.251 0.388
N -0.699 -0.100 -2.356 -0.510
C -1.062 -0.568 1.516 0.163
C 1.292 -0.966 2.206 -0.765
C -0.554 2.360 -2.164 -0.780
C -0.635 1.115 -2.478 0.544
H 0.319 2.998 -2.333 0.274
H 1.182 -1.957 2.720 0.327
H 2.207 -0.958 1.696 0.283
H 1.695 -0.766 -0.016 0.194
H -1.747 -0.855 2.371 0.330
H 1.338 -0.220 3.030 0.333
H -1.046 -0.676 -3.045 0.165
H -1.487 2.800 -1.859 0.259
H 0.120 -0.529 -0.912 0.410
```

***

ORCA calculation (ωB97M-V/def2-TZVPD) on a molecular structure, C46H28F6N5O4PtS2 at a distorted geometry.

Properties
Kohn-Sham gap (alpha / beta) in eV: 5.11 / 5.25
Charge: +1
2S+1: 5
Max |F| in eV/A: 1.4
E_tot in hartree: -3859.059953

Structure (XYZ):
```
92
Properties=species:S:1:pos:R:3:mulliken_charge:R:1
Pt -0.307 -0.426 -0.003 1.467
S 1.499 2.658 -0.625 1.138
S 2.571 1.459 1.682 1.210
F 1.808 2.909 3.748 -0.237
F 3.941 2.596 3.623 -0.219
F 2.984 4.014 2.305 -0.220
F 0.935 4.883 0.654 -0.203
F 2.841 4.908 -0.383 -0.202
F 0.993 5.052 -1.501 -0.193
O 3.686 0.584 1.892 -0.722
O 1.249 0.956 1.988 -0.503
O 0.169 2.321 -0.146 -0.538
O 1.776 2.437 -2.016 -0.725
N 1.472 -1.419 -0.032 -0.179
N -2.170 0.364 -0.046 -0.024
N -0.148 0.001 -1.946 -0.463
N 2.686 2.094 0.242 -0.508
N -0.669 -1.272 1.719 -0.065
C 3.179 -1.025 5.631 -1.061
C -4.304 0.983 0.522 -1.313
C -0.386 -2.312 3.695 -1.007
C 2.187 -1.844 1.018 1.026
C -2.635 1.309 -0.953 0.614
C 3.374 -3.479 -5.143 -0.853
C -4.293 3.648 -4.391 -0.838
C 4.344 -2.653 -5.695 -0.381
C 3.523 -2.254 0.562 -1.216
C 3.545 -2.149 -0.766 -1.716
C -3.959 1.748 -0.519 -1.390
C 4.442 -2.863 4.730 -1.030
C -1.921 -1.417 2.316 0.116
C -3.165 0.116 0.825 0.647
C -0.411 1.003 -3.974 -1.349
C 3.615 -2.896 3.622 -0.222
C -4.898 -2.558 1.958 -0.052
C 0.262 -1.811 2.578 -0.004
C -2.039 1.626 -2.126 1.366
C 2.807 -1.758 -3.559 -1.126
C -2.580 2.712 -2.983 -0.884
C 2.846 2.844 2.918 0.548
C -3.128 -0.841 1.841 1.181
C -5.134 -0.613 3.359 0.092
C 2.610 -3.035 -4.072 0.117
C 3.782 -0.931 -4.112 0.215
C 0.821 -0.454 -2.809 0.599
C -2.284 4.895 -3.953 -0.866
C -1.766 -2.072 3.525 -1.099
C -3.826 2.612 -3.596 -0.116
C 1.680 -1.911 2.333 0.988
C -3.528 4.794 -4.562 -0.468
C 2.338 -1.066 4.535 -0.111
C -6.345 -1.104 3.828 -0.797
C 2.553 -1.993 3.503 0.112
C 4.551 -1.382 -5.175 -0.874
C 4.235 -1.923 5.732 -0.389
C -4.409 -1.335 2.417 -0.817
C 1.585 4.498 -0.439 0.388
C 2.261 -1.595 -1.176 0.262
C -6.841 -2.309 3.352 -0.364
C 1.931 -1.278 -2.450 1.041
C -1.801 3.851 -3.179 0.063
C -6.115 -3.037 2.418 -0.855
C 0.634 0.146 -4.089 -1.183
C -0.891 0.907 -2.630 0.970
H -2.569 -2.313 4.205 0.602
H 1.250 -0.031 -4.955 0.553
H 4.358 -2.371 -1.439 0.565
H 3.209 -4.470 -5.545 0.417
H 0.100 -2.802 4.524 0.694
H -3.901 5.607 -5.171 0.402
H -7.792 -2.682 3.710 0.406
H -5.225 0.991 1.083 0.567
H 3.758 -3.672 2.881 0.652
H -4.326 -3.121 1.229 0.491
H -0.828 3.918 -2.708 0.456
H 1.849 -3.677 -3.642 0.510
H -1.686 5.789 -4.077 0.471
H -4.743 0.327 3.733 0.511
H -6.902 -0.541 4.567 0.407
H 5.311 -0.739 -5.597 0.431
H 4.890 -1.897 6.593 0.430
H 5.251 -3.577 4.816 0.431
H 4.935 -2.999 -6.532 0.405
H -5.254 3.558 -4.882 0.403
H 3.930 0.065 -3.706 0.584
H 3.017 -0.286 6.405 0.439
H -6.498 -3.978 2.044 0.409
H 4.327 -2.557 1.209 0.660
H -4.416 1.711 -3.470 0.550
H -0.817 1.656 -4.730 0.540
H -4.539 2.517 -1.002 0.668
H 1.544 -0.336 4.431 0.567
```

***

ORCA calculation (ωB97M-V/def2-TZVPD) on a gas-phase ion, C5H9N2S (charge +1) at a distorted geometry.

Properties
Kohn-Sham gap (alpha / beta) in eV: 8.30 / 8.62
Charge: +1
2S+1: 3
Relative energy (zero: lowest compared OMol25 entry of this formula, charge and spin) in kJ/mol: 88.9
Max |F| in eV/A: 6.4
E_tot in hartree: -703.207029

Structure (XYZ):
```
17
Properties=species:S:1:pos:R:3:mulliken_charge:R:1
S 1.899 -0.472 -1.508 -0.225
N -1.193 1.418 -0.159 -0.224
N 0.225 -0.838 0.558 -0.081
C 1.354 -1.556 1.041 -0.997
C -1.581 0.660 0.907 -0.432
C -0.567 0.967 -1.398 -0.220
C 0.474 0.073 -0.934 0.097
C -0.870 -0.471 1.194 0.082
H 1.101 -1.817 2.056 0.337
H 2.344 -0.999 1.053 0.321
H -1.317 0.575 -2.198 0.218
H 1.439 -2.296 0.314 0.443
H -1.611 2.414 -0.191 0.310
H 2.000 0.625 -2.324 0.184
H -1.005 -1.110 2.067 0.412
H -0.131 1.894 -1.825 0.403
H -2.562 0.933 1.349 0.373
```

***

ORCA calculation (ωB97M-V/def2-TZVPD) on C4H8O2 in the gas phase.

Properties
Kohn-Sham gap in eV: 9.09
Charge: 0
Relative energy (zero: lowest compared OMol25 entry of this formula, charge and spin) in kJ/mol: 182.6
Max |F| in eV/A: 0.4
Structure (SMILES): CO/C=C(\C)O
E_tot in hartree: -307.642896

Structure (XYZ):
```
14
Properties=species:S:1:pos:R:3:mulliken_charge:R:1
O -0.566 0.824 2.236 -0.506
O 0.683 -0.814 -0.752 -0.340
C 0.657 -0.099 0.421 -0.631
C 1.401 -0.153 -1.773 -0.715
C -1.844 -0.222 0.507 -1.025
C -0.497 0.174 1.033 0.919
H -1.945 -1.311 0.461 0.257
H 2.436 0.057 -1.462 0.303
H 0.922 0.796 -2.049 0.293
H -2.624 0.172 1.163 0.350
H 1.417 -0.819 -2.638 0.226
H 1.630 0.180 0.836 0.327
H -2.000 0.165 -0.504 0.259
H 0.329 1.051 2.522 0.283
```

***

ORCA calculation (ωB97M-V/def2-TZVPD) on C5H8N2O in the gas phase at a distorted geometry.

Properties
Kohn-Sham gap in eV: 9.47
Charge: 0
Relative energy (zero: lowest compared OMol25 entry of this formula, charge and spin) in kJ/mol: 684.3
Max |F| in eV/A: 7.3
Structure (SMILES): CC1=NN2C[C@H]2CO1
E_tot in hartree: -379.827549

Structure (XYZ):
```
16
Properties=species:S:1:pos:R:3:mulliken_charge:R:1
O 1.229 -0.213 -0.294 -0.298
N -0.788 -0.848 0.577 -0.060
N -1.040 -0.158 -0.584 -0.578
C -1.361 -0.400 1.766 -0.045
C 0.180 0.149 -1.078 0.608
C 1.197 0.017 1.014 -0.222
C 0.402 0.326 -2.459 -0.949
C -0.210 0.293 1.393 -0.442
H 1.064 1.166 -2.396 0.243
H -0.571 1.171 0.624 0.238
H 1.458 -0.984 1.292 0.257
H 1.968 0.819 1.369 0.247
H -0.777 0.421 -2.741 0.284
H -1.318 -1.348 2.546 0.181
H -2.357 0.099 1.850 0.279
H 0.925 -0.510 -2.879 0.256
```

***

> Which of these has the highest max |F|?

C14H19ClHfN2O3

***

> Number 7 is which compound?

C4H8O2

***

> Which of these has the highest charge?

C14H19ClHfN2O3